Record 1
Molecular formula: C20H25BF19O10
Method: DFT, ωB97M-V/def2-TZVPD

Properties
* HOMO: -0.30339 hartree
* energy relative to the best compared isomer or geometry (same formula, charge and spin): 0.637 eV
* calculated total energy: -3452.21639 Ha
* M: 797.18 g mol⁻¹
* LUMO level: 2.4 eV
* net charge: -1
* gap between HOMO and LUMO: 10.6673 eV

Positions of all 75 atoms, in Å:
B: 0.807369 0.954592 0.268121
F: 0.879226 -0.176303 -0.573179
F: 1.002598 2.036956 -0.645037
F: -0.430887 1.120220 0.887395
F: 1.845239 0.828378 1.201667
C: -0.601737 1.541403 3.800971
C: -1.345152 2.820777 4.163135
O: -2.509949 2.991905 3.319890
C: -3.239606 4.022800 3.657643
O: -2.922960 4.910527 4.397447
C: -4.627641 4.009509 2.990399
F: -5.474192 4.822548 3.624133
F: -4.591985 4.381016 1.709409
F: -5.153187 2.769657 3.049193
H: 0.239584 1.748863 3.149407
H: -1.287558 0.859149 3.303696
H: -0.254241 1.051842 4.711483
H: -0.701213 3.676162 3.951425
H: -1.620372 2.840189 5.216225
C: 3.588595 0.403871 -3.231222
C: 3.219546 -0.998143 -2.811144
O: 2.418962 -1.638156 -3.810672
C: 1.115223 -1.797677 -3.670189
O: 0.418488 -1.383006 -2.799512
C: 0.514014 -2.730478 -4.742385
F: -0.728077 -2.362923 -5.039439
F: 1.239572 -2.682338 -5.885659
F: 0.495776 -4.002220 -4.332761
H: 2.762038 1.113350 -3.259341
H: 4.122468 0.385276 -4.183079
H: 4.262606 0.834864 -2.484605
H: 2.815441 -0.984173 -1.798472
H: 4.135446 -1.583418 -2.700386
C: 0.435271 4.567316 -0.348428
C: -0.822822 3.901154 0.159494
O: -1.919867 4.840580 0.020807
C: -2.755851 4.640917 -0.985246
O: -2.790059 3.670133 -1.681418
C: -3.749720 5.798573 -1.176434
F: -4.821393 5.386192 -1.843620
F: -4.155935 6.359397 -0.035532
F: -3.140847 6.752217 -1.918634
H: 0.522841 5.529051 0.163702
H: 0.421066 4.784744 -1.415135
H: 1.292613 3.940690 -0.106959
H: -0.772591 3.711696 1.232132
H: -1.028083 2.932997 -0.290546
C: 3.245429 -2.265880 0.919496
C: 3.081096 -3.738867 1.325918
O: 3.831638 -4.631917 0.506022
C: 3.519595 -4.765717 -0.768201
O: 2.684265 -4.151924 -1.356299
C: 4.310431 -5.948396 -1.373473
F: 4.566925 -6.874881 -0.445120
F: 3.643448 -6.539014 -2.354639
F: 5.473147 -5.503056 -1.871387
H: 2.397926 -1.917562 0.331415
H: 4.139396 -2.127179 0.306343
H: 3.370348 -1.598825 1.770733
H: 2.022096 -3.994365 1.273302
H: 3.397750 -3.800444 2.362720
C: -1.022106 -1.640382 2.054362
C: -0.752552 -2.837872 1.151632
O: -1.968495 -3.390260 0.648541
C: -2.465049 -2.861929 -0.465241
O: -2.145286 -1.817425 -0.938616
C: -3.477751 -3.790415 -1.168248
F: -3.552123 -4.982314 -0.560234
F: -4.704040 -3.256530 -1.189805
F: -3.096005 -3.974794 -2.431672
H: -1.668021 -1.990501 2.866205
H: -1.481991 -0.811673 1.525264
H: -0.113554 -1.262786 2.525895
H: -0.275304 -3.575914 1.796054
H: -0.069268 -2.549853 0.350294

Cartesian forces (eV/Å) of the 3 atoms listed first:
0.508 -0.341 -1.729
-0.352 -0.381 0.775
0.374 -0.348 0.598

***

Record 2
Molecular formula: C4H12OS2
Method: DFT, ωB97M-V/def2-TZVPD

Properties
* HOMO (alpha / beta): 0.01213 / -0.10722 hartree
* multiplicity: 2
* energy relative to the best compared isomer or geometry (same formula, charge and spin): 0.716 eV
* calculated total energy: -1031.17089 Ha
* M: 140.27 g mol⁻¹
* LUMO level (alpha / beta): 2.8 / 2.8 eV
* net charge: -1
* gap between HOMO and LUMO (alpha / beta): 2.4998 / 5.7068 eV

Positions of all 19 atoms, in Å:
C: -0.540973 2.222576 -0.902956
C: 0.321773 2.362839 0.358416
S: 2.161893 1.978217 0.214482
S: 2.117163 0.074825 1.203265
C: 0.845905 -1.053110 0.566838
C: 1.478865 -2.314045 -0.069873
H: -1.349985 2.937235 -0.809505
H: -0.903037 1.207800 -1.089367
H: 0.059686 2.481301 -1.778159
H: 0.016742 1.635164 1.120729
H: 0.240960 3.346785 0.819214
H: 0.198100 -1.393246 1.364635
H: 0.269334 -0.537922 -0.204361
H: 0.735101 -2.673263 -0.795382
H: 1.630187 -3.053622 0.711561
H: 2.425448 -2.065671 -0.551143
H: -2.946093 -1.715904 0.665916
H: -3.727880 -2.007349 -0.575370
O: -3.033190 -1.432610 -0.248937

Cartesian forces (eV/Å) of the 3 atoms listed first:
0.979 0.166 0.024
1.006 -0.734 0.578
-1.045 2.952 -1.977

***

Record 3
Molecular formula: C4H14N3PdS
Method: DFT, ωB97M-V/def2-TZVPD

Properties
* HOMO (alpha / beta): -0.29359 / -0.43583 hartree
* multiplicity: 5
* calculated total energy: -850.60477 Ha
* M: 242.66 g mol⁻¹
* LUMO level (alpha / beta): -2.8 / -6.8 eV
* net charge: +1
* gap between HOMO and LUMO (alpha / beta): 5.1456 / 5.0165 eV

Positions of all 23 atoms, in Å:
C: -1.081745 0.796920 -3.414586
Pd: 0.225107 0.339166 -1.864789
N: 1.284077 -1.469377 -2.503722
H: -1.143291 1.252206 -1.915908
H: 1.236056 0.318833 -0.590146
H: -1.531508 1.792970 -3.424479
H: -1.847457 0.021925 -3.466711
H: -0.405226 0.773151 -4.287978
H: 0.981183 -2.154940 -1.802473
H: 2.302753 -1.368674 -2.501925
H: 0.944626 -1.738456 -3.427409
S: -0.946771 -1.017147 -0.244023
C: -0.417384 -0.368136 1.239574
N: 0.834527 -0.292849 1.730617
C: 0.887502 0.311746 3.061925
C: -0.585721 0.576241 3.378936
N: -1.264752 0.061427 2.197523
H: 1.673786 -0.499928 1.188937
H: 1.477411 1.240070 3.034454
H: 1.337950 -0.373293 3.794858
H: -0.791352 1.645833 3.500612
H: -0.914304 0.043743 4.277005
H: -2.255469 0.108570 2.039716

Cartesian forces (eV/Å) of the 3 atoms listed first:
-1.968 1.559 -0.172
1.022 -1.271 0.814
0.099 0.070 0.306

***

Record 4
Molecular formula: C34H41N3P2SSi2Tc
Method: DFT, ωB97M-V/def2-TZVPD

Properties
* HOMO (alpha / beta): -0.48556 / -0.52351 hartree
* multiplicity: 4
* calculated total energy: -3224.60949 Ha
* M: 739.91 g mol⁻¹
* LUMO level (alpha / beta): -6.3 / -6.6 eV
* net charge: +2
* gap between HOMO and LUMO (alpha / beta): 6.9568 / 7.6826 eV

Positions of all 84 atoms, in Å:
Tc: 1.364655 0.042717 0.575125
C: 1.549826 1.935015 3.934140
Si: -0.188881 1.245413 3.580151
C: -0.805252 -0.020008 4.826273
C: -1.622368 2.502488 3.614962
N: 0.039846 0.275457 2.046769
P: -0.943606 -0.807018 1.198083
C: -0.062169 -0.793209 -0.340736
P: 0.303702 0.245610 -1.691832
N: 1.433254 1.224539 -1.024258
Si: 2.286507 2.711768 -1.449266
C: 4.062182 2.077828 -1.711110
C: 2.281603 3.938283 -0.039613
C: 1.781364 3.650042 -3.026930
C: -1.140835 1.117843 -2.194100
C: -1.805785 0.833250 -3.447180
C: -2.690260 1.760642 -3.963723
C: -2.882088 3.010614 -3.365355
C: -2.253038 3.278876 -2.168842
C: -1.585278 2.244406 -1.444966
C: 0.894029 -0.987327 -2.883887
C: 1.107468 -0.575645 -4.212281
C: 1.599533 -1.530702 -5.095902
C: 1.735129 -2.920578 -4.757995
C: 1.321465 -3.297070 -3.510323
C: 0.899739 -2.344192 -2.575888
C: -0.910190 -2.464176 1.938621
C: -1.649839 -2.923062 3.011376
C: -1.517492 -4.261408 3.494620
C: -0.650034 -5.143091 2.905959
C: 0.048488 -4.686323 1.758084
C: -0.108149 -3.430680 1.203076
C: -2.639908 -0.250978 1.059467
C: -3.386538 -0.298580 -0.153817
C: -4.780674 -0.258712 -0.079571
C: -5.436742 -0.396464 1.158195
C: -4.682574 -0.413970 2.364256
C: -3.321255 -0.210163 2.266584
H: 2.260224 1.214386 3.429162
H: 1.779705 2.085135 4.982432
H: 1.663570 2.973602 3.488412
H: -0.427301 0.175994 5.817227
H: -0.528686 -1.030052 4.610348
H: -1.855628 0.005164 5.008227
H: -2.050429 2.636135 2.601816
H: -1.217145 3.442888 3.966692
H: -2.477106 2.250800 4.280197
H: 4.603436 1.891531 -0.792223
H: 4.687293 2.769101 -2.323281
H: 4.103496 1.134677 -2.242935
H: 1.359741 4.451403 -0.140529
H: 3.106898 4.656278 -0.142420
H: 2.305942 3.509613 0.968273
H: 2.547827 4.445172 -3.224338
H: 0.811184 4.107689 -2.852705
H: 1.794428 3.038702 -3.932902
H: -1.591977 -0.081128 -3.969035
H: -3.186915 1.449044 -4.931485
H: -3.416424 3.817390 -3.854979
H: -2.203960 4.263137 -1.715856
H: -1.393272 2.364121 -0.372714
H: 1.015175 0.443467 -4.548354
H: 1.801805 -1.141584 -6.080109
H: 2.114188 -3.656902 -5.493921
H: 1.255795 -4.393362 -3.221446
H: 0.734963 -2.675878 -1.589431
H: -2.415373 -2.292990 3.467340
H: -2.094315 -4.524119 4.382424
H: -0.417802 -6.121073 3.304094
H: 0.725616 -5.317705 1.212080
H: 0.261794 -3.135073 0.245563
H: -2.847651 -0.456004 -1.126718
H: -5.396887 -0.041294 -0.948100
H: -6.514377 -0.433126 1.245179
H: -5.195499 -0.598254 3.326389
H: -2.786105 0.102710 3.142229
S: 4.787099 -2.983076 1.148633
C: 4.457367 -2.553537 -0.513900
C: 3.621259 -1.496934 -0.569294
N: 3.112947 -1.084584 0.674606
C: 3.808629 -1.696207 1.644751
H: 4.897181 -3.020809 -1.377141
H: 3.216276 -0.997224 -1.423084
H: 3.537178 -1.578660 2.642662

Cartesian forces (eV/Å) of the 3 atoms listed first:
1.597 1.123 2.370
-0.258 0.509 -1.618
-0.612 -0.663 0.771